58
Properties=species:S:1:pos:R:3:forces:R:3 method="wB97M-V/def2-TZVPD" de_lowest_ev=0.159
K -0.49164 -0.64541 -1.41166 0.17 -0.04 0.01
C -3.89268 0.63592 -1.29787 0.00 0.00 0.00
O -2.78099 0.83934 -2.15133 -0.02 -0.05 -0.01
C -3.09078 0.62953 -3.52145 0.02 -0.06 0.00
C -2.97119 -0.82412 -3.92370 0.01 0.07 -0.03
O -1.60612 -1.18266 -3.90022 -0.01 -0.03 0.03
C -1.40015 -2.54724 -4.24993 -0.03 -0.04 0.00
H -4.69279 1.34641 -1.52873 0.00 0.00 0.01
H -3.55047 0.80165 -0.27932 0.00 -0.01 0.00
H -4.29237 -0.38023 -1.37858 0.00 0.00 0.00
H -2.37170 1.21381 -4.09673 -0.01 0.01 -0.01
H -4.09805 0.99794 -3.74358 0.00 0.01 0.00
H -3.38428 -0.95603 -4.93222 0.01 -0.02 0.00
H -3.54230 -1.46803 -3.24058 -0.03 0.00 -0.03
H -1.85099 -2.76410 -5.22362 0.02 0.02 -0.01
H -1.83241 -3.21083 -3.49512 -0.01 -0.01 -0.01
H -0.33009 -2.72729 -4.27974 0.00 0.01 0.04
C 2.94802 -5.13901 -2.03154 -0.01 0.01 0.01
N 2.81891 -3.96393 -1.19087 0.04 -0.03 0.00
C 3.83653 -3.55133 -0.37438 0.01 0.01 0.02
C 3.75572 -2.43129 0.35872 -0.02 -0.04 -0.02
C 2.53323 -1.63378 0.27723 -0.01 -0.06 -0.03
O 2.39959 -0.56453 0.88791 0.04 -0.03 0.01
N 1.52914 -2.11233 -0.51046 -0.12 0.24 -0.04
C 1.65185 -3.19835 -1.28542 -0.01 0.01 0.02
O 0.77628 -3.55405 -2.09341 -0.02 0.03 0.01
H 3.83841 -5.68653 -1.72809 0.00 -0.01 -0.02
H 3.03252 -4.86240 -3.08319 0.00 0.00 0.00
H 2.07325 -5.77625 -1.92117 0.00 0.01 0.00
H 4.71256 -4.18770 -0.36306 -0.01 -0.02 -0.02
H 4.56980 -2.11664 0.99285 -0.02 0.03 0.01
C -2.32918 2.57197 1.50134 0.02 0.00 0.01
P -0.78430 1.64907 1.11830 0.08 0.06 0.07
C 0.46980 2.98701 1.12145 -0.06 -0.06 -0.07
C 1.81275 2.60765 1.19269 -0.01 -0.05 0.02
C 2.80732 3.57055 1.16495 0.03 0.04 0.00
C 2.48299 4.91774 1.05144 -0.01 -0.02 0.00
C 1.15351 5.29783 0.96436 0.01 -0.01 -0.01
C 0.15083 4.33539 0.99849 -0.02 0.04 0.01
C -0.44448 0.86679 2.73651 0.00 -0.08 -0.04
C -0.14264 -0.49085 2.76130 0.01 0.01 0.01
C 0.12402 -1.13177 3.96468 -0.01 0.01 0.01
C 0.09141 -0.41666 5.15046 0.00 -0.02 -0.01
C -0.19681 0.94342 5.13391 0.00 0.02 0.02
C -0.45813 1.58154 3.93356 0.00 0.00 0.01
H -2.68235 3.10359 0.61661 0.01 0.01 0.00
H -2.20270 3.28128 2.31950 -0.02 0.01 0.00
H -3.08953 1.84485 1.78957 -0.01 0.01 0.01
H 2.07732 1.55693 1.26528 -0.01 0.01 -0.01
H 3.84420 3.26559 1.22866 0.00 0.00 0.00
H 3.26464 5.66628 1.02774 0.00 0.00 0.00
H 0.89196 6.34441 0.87100 -0.01 0.00 0.00
H -0.88193 4.65370 0.93132 0.00 0.00 0.00
H -0.06791 -1.04416 1.83324 0.00 0.00 0.00
H 0.37221 -2.18521 3.96734 0.00 0.00 0.01
H 0.30327 -0.91190 6.08959 0.00 0.00 0.00
H -0.20666 1.50695 6.05837 0.00 0.00 0.00
H -0.65639 2.64745 3.92763 0.00 0.00 -0.01

---

75
Properties=species:S:1:pos:R:3:forces:R:3 method="wB97M-V/def2-TZVPD" smiles="CCOB(O)C(=O)O[C@@H]([PH2]=S)S(C)(=O)=O.O=C1c2ccccc2C(=O)c2ccccc21.O=C1c2ccccc2C(=O)c2ccccc21"
C 1.76452 0.61865 4.67713 0.29 -0.18 0.10
C 2.25898 1.83025 3.90798 0.36 0.13 -0.14
O 1.20472 2.66755 3.39537 -0.33 -0.62 0.13
B 0.08379 2.91063 4.10791 0.16 0.09 0.06
O 0.06457 3.04829 5.46246 -0.17 0.16 -0.04
C -1.31174 3.08320 3.33513 0.20 0.31 -0.13
O -1.87628 4.11755 3.14192 -0.17 0.34 -0.08
O -1.88877 1.88079 2.96314 -0.12 -0.26 0.26
C -3.26369 1.95228 2.69945 0.08 -0.20 -0.22
P -3.65689 0.56090 1.54740 0.45 0.05 -0.72
S -2.57583 0.51678 -0.04906 -0.09 0.09 0.13
S -4.19925 2.09171 4.26855 -0.36 0.35 0.05
C -4.78048 0.48341 4.77157 0.04 -0.07 0.36
O -3.28309 2.53845 5.28527 0.10 -0.06 -0.08
O -5.35765 2.87690 3.92985 0.07 -0.17 -0.05
H 1.47589 0.85232 5.70368 -0.16 0.04 -0.20
H 0.94480 0.12544 4.14481 0.03 0.12 0.09
H 2.58728 -0.10274 4.73218 -0.09 0.08 -0.01
H 2.94747 2.43610 4.50571 -0.15 -0.04 0.03
H 2.81273 1.48873 3.02945 -0.10 0.13 0.05
H -0.78731 3.36744 5.79940 0.17 -0.28 -0.07
H -3.55927 2.85766 2.15338 0.14 0.03 0.21
H -3.56487 -0.59351 2.33425 -0.12 -0.01 0.14
H -5.02934 0.73863 1.32811 -0.15 -0.06 0.32
H -4.65541 -0.28395 4.01365 -0.12 0.09 -0.07
H -4.21924 0.20265 5.66378 -0.04 0.03 -0.13
H -5.83376 0.63223 5.01516 0.11 -0.11 -0.09
C -6.78164 -6.21141 -4.39914 0.00 0.01 0.00
C -6.20190 -6.01054 -3.15096 0.00 0.01 -0.01
C -5.73694 -4.75651 -2.79413 -0.02 -0.08 0.03
C -5.84255 -3.69793 -3.68769 0.00 0.04 -0.03
C -6.41084 -3.90270 -4.94612 0.02 0.04 0.01
C -6.88579 -5.16109 -5.29479 -0.01 -0.08 0.01
C -6.50819 -2.79321 -5.94016 -0.01 0.00 -0.02
O -7.01126 -2.97100 -7.02864 0.00 0.00 0.00
C -5.95953 -1.46295 -5.54940 0.00 -0.04 0.03
C -5.99211 -0.42267 -6.46995 0.01 0.08 -0.02
C -5.49544 0.82190 -6.12223 0.00 -0.01 0.01
C -4.96894 1.03578 -4.85254 -0.01 -0.01 -0.01
C -4.93147 0.00305 -3.93131 0.02 0.07 -0.01
C -5.42217 -1.25015 -4.27883 -0.01 -0.04 -0.02
C -5.34952 -2.35166 -3.27670 0.03 0.09 -0.01
O -4.90114 -2.15180 -2.16889 -0.03 -0.11 0.09
H -7.14977 -7.19132 -4.67326 0.00 0.00 0.00
H -6.11413 -6.83553 -2.45622 -0.01 0.00 0.00
H -5.28750 -4.58286 -1.82606 0.00 0.05 -0.01
H -7.33042 -5.30231 -6.27024 0.01 0.04 -0.02
H -6.40673 -0.60267 -7.45222 -0.02 -0.04 0.01
H -5.51748 1.63001 -6.84154 0.00 0.01 0.00
H -4.58429 2.01059 -4.58298 0.00 0.00 0.00
H -4.52019 0.15221 -2.94142 0.01 -0.04 0.01
C 5.21884 3.29289 -0.87717 0.01 0.00 0.00
C 6.33231 3.63237 -1.63807 0.00 -0.01 0.01
C 7.51170 2.92021 -1.50219 -0.04 0.06 -0.04
C 7.58591 1.86832 -0.59766 0.00 -0.04 0.03
C 6.47260 1.53657 0.17682 0.04 -0.02 0.01
C 5.28823 2.24814 0.02821 -0.04 0.06 -0.03
C 6.53182 0.43427 1.17893 -0.03 0.01 -0.01
O 5.56235 0.14172 1.84638 -0.03 -0.01 0.05
C 7.82504 -0.29111 1.33735 0.00 0.03 -0.03
C 7.92211 -1.29301 2.29517 0.04 -0.06 0.04
C 9.10994 -1.98626 2.45172 0.00 0.01 -0.01
C 10.20485 -1.68628 1.64840 -0.01 0.01 0.00
C 10.11474 -0.68714 0.69451 0.05 -0.05 0.04
C 8.92764 0.01772 0.53893 -0.04 0.03 0.00
C 8.86225 1.10591 -0.47984 0.01 0.00 -0.01
O 9.81439 1.36223 -1.18461 0.01 0.01 0.00
H 4.29618 3.84668 -0.98987 0.00 0.00 0.00
H 6.27759 4.45432 -2.33962 -0.01 0.00 -0.01
H 8.38388 3.16892 -2.09087 0.02 -0.04 0.01
H 4.43091 1.97507 0.62780 0.02 -0.03 0.02
H 7.06109 -1.51772 2.90934 -0.03 0.03 -0.03
H 9.18509 -2.76391 3.20035 0.00 -0.01 0.00
H 11.13067 -2.23309 1.76951 0.00 0.00 0.00
H 10.95796 -0.44044 0.06425 -0.02 0.04 -0.02

---

no.,E_tot (eV)
1,-60053.706
2,-86788.580